ORCA calculation (the ωB97M-V functional and the def2-TZVPD basis) on a single C6H11NO molecule at a distorted geometry.

Each line ends with the Löwdin charge.
Cartesian coordinates (Å):
C: -0.6957 0.3434 0.1344  -0.263
C: 0.4276 0.3246 -0.6900  -0.204
C: 0.1491 -1.1871 -1.0310  -0.017
C: -0.6370 -0.0687 1.5704  -0.016
C: -1.9653 0.9870 -0.3242  -0.012
C: 2.0133 0.3921 0.0207  -0.595
N: 2.5898 -0.7267 -0.2476  0.044
O: 2.2033 1.3927 0.6936  -0.019
H: 0.3736 0.9215 -1.5958  0.141
H: 1.3342 -1.3880 -1.0791  0.101
H: 3.5269 -0.8855 0.0892  0.060
H: -0.1062 -1.8501 -0.2062  0.092
H: -0.4811 -1.3300 -1.9034  0.086
H: -2.8280 0.3495 -0.1291  0.095
H: -0.5501 0.8465 2.1628  0.114
H: -1.5421 -0.5923 1.8803  0.094
H: 0.2325 -0.6871 1.7829  0.098
H: -1.9392 1.2480 -1.3797  0.090
H: -2.1054 1.9099 0.2517  0.111

The value obtained for the LUMO energy is -0.39 eV. For the frontier orbital gap, the calculation gives 0.289 hartree. The value obtained for the largest force on an atom is 2.19 eV/Å. The calculation puts the energy above the lowest of the compared OMol25 structures with the same formula, charge and spin at 85.1 kcal per mole.